1.
The following is a quantum chemistry calculation of C26H34CeN3O4P2 as an isolated structure, from the OMol25 dataset.

Element x y z (Å)
Ce: 0.2095 -1.1679 -1.0480
P: -2.8204 -0.1744 -1.8293
C: -2.2456 0.3404 -3.4737
C: -0.7841 0.6845 -3.7916
N: 0.3164 0.3344 -3.0727
C: 1.5191 0.8606 -3.4573
C: 1.6620 1.6463 -4.5962
C: 0.5514 1.9126 -5.3727
C: -0.6571 1.3872 -4.9740
C: 2.7620 0.6381 -2.6030
P: 2.9120 -0.9464 -1.6758
H: -1.5792 1.5821 -5.4904
H: 2.6362 2.0483 -4.8440
H: 0.6090 2.4932 -6.2705
H: 3.6659 0.6893 -3.2244
H: 2.8288 1.4443 -1.8550
H: -2.6375 -0.3350 -4.2397
H: -2.8419 1.2568 -3.6285
H: -1.2298 -3.0118 -4.6626
O: -1.9384 -3.4892 -5.1111
H: -1.8824 -3.1207 -6.0076
H: -1.9695 -1.1058 -1.0691
O: 0.1125 -3.1943 -1.5148
H: 0.3626 -3.9409 -2.1040
C: 3.4730 -2.0802 -2.9803
H: 4.4674 -1.7883 -3.3431
H: 3.5075 -3.1020 -2.5810
H: 2.7676 -2.0791 -3.8199
C: 4.3708 -0.7086 -0.6450
H: 4.4576 -1.5611 0.0358
H: 5.2844 -0.6122 -1.2388
H: 4.2295 0.1877 -0.0363
C: -3.2272 1.3511 -0.9810
H: -4.0550 1.7907 -1.5579
H: -3.5921 1.1996 0.0404
H: -2.3878 2.0532 -0.9274
C: -4.2768 -1.2154 -2.0124
H: -4.5747 -1.5671 -1.0155
H: -5.0975 -0.6440 -2.4708
H: -3.9857 -2.0894 -2.6146
O: -0.3118 3.0041 0.2171
C: -0.1503 2.0425 0.9448
N: -0.1447 1.9909 2.3402
C: -0.0264 0.6556 2.8797
C: 0.0315 -0.1069 1.5553
O: 0.0745 -1.3789 1.3641
N: 0.0073 0.7119 0.5043
C: 1.2589 0.5228 3.6923
C: 2.2702 -0.3727 3.3427
C: 3.4460 -0.4258 4.1046
C: 3.6083 0.4059 5.2133
C: 2.5966 1.3094 5.5610
C: 1.4188 1.3606 4.8067
C: -1.2722 0.2570 3.6404
C: -1.2156 -0.4284 4.8602
C: -2.3975 -0.6590 5.5712
C: -3.6239 -0.2452 5.0584
C: -3.6767 0.3749 3.8073
C: -2.5040 0.6207 3.0929
H: -0.1648 2.8399 2.8939
H: 2.1315 -1.0632 2.5067
H: 4.2138 -1.1499 3.8341
H: 4.5152 0.3503 5.8138
H: 2.7019 1.9560 6.4354
H: 0.6149 2.0423 5.1057
H: -0.2530 -0.7409 5.2750
H: -2.3394 -1.1753 6.5293
H: -4.5416 -0.4725 5.6021
H: -4.6344 0.6684 3.3810
H: -2.5553 1.1393 2.1299

Summary:
total charge = +3
E_tot = -2633.3052 a.u.
HOMO (alpha / beta) = -15.8 / -15.8 eV

2.
The following is a quantum chemistry calculation of C26H34Cl2F6N2OPdSSb as an isolated structure, from the OMol25 dataset.

Element x y z (Å)
Pd: 0.9586 -1.3516 -0.1563
C: -4.5714 2.8113 -0.2377
C: -3.8468 2.4708 1.0748
C: -3.1894 3.7355 1.6508
C: -4.8604 1.9300 2.0820
C: -2.7593 1.4598 0.7658
C: -2.7438 0.1693 1.2879
C: -1.7136 -0.6993 0.9901
N: -0.7182 -0.3374 0.1844
C: -0.7217 0.8900 -0.3952
C: -1.7142 1.7931 -0.1064
C: 0.3236 1.0735 -1.4102
C: 0.5902 2.2461 -2.0756
C: 1.5524 2.2801 -3.0882
C: 2.1568 1.0656 -3.4185
C: 1.8740 -0.0766 -2.7079
N: 0.9846 -0.0677 -1.7097
C: 1.9610 3.5600 -3.7885
C: 3.4043 3.8659 -3.3462
C: 1.9123 3.3523 -5.3100
C: 1.0595 4.7354 -3.4131
H: -5.3487 3.5465 -0.0339
H: -5.0454 1.9292 -0.6700
H: -3.8982 3.2415 -0.9801
H: -3.9656 4.4582 1.8993
H: -2.5158 4.2128 0.9385
H: -2.6309 3.5149 2.5612
H: -5.6097 2.6953 2.2775
H: -4.3939 1.6795 3.0362
H: -5.3876 1.0533 1.7024
H: -3.5272 -0.1809 1.9418
H: -1.6660 -1.6921 1.4102
H: -1.6900 2.7604 -0.5855
H: 0.0530 3.1401 -1.7994
H: 2.8841 1.0028 -4.2145
H: 2.3592 -1.0155 -2.9281
H: 4.0903 3.0672 -3.6285
H: 3.4686 4.0086 -2.2668
H: 3.7377 4.7829 -3.8310
H: 2.6593 2.6373 -5.6529
H: 2.1229 4.2998 -5.8040
H: 0.9287 3.0140 -5.6391
H: 1.1365 4.9887 -2.3542
H: 0.0138 4.5431 -3.6612
H: 1.3690 5.6156 -3.9742
F: 3.2224 -1.5489 1.6482
Sb: 4.2612 -0.7911 0.2358
F: 2.9430 -1.8249 -0.8939
F: 5.2212 0.2714 1.4108
F: 5.3457 -2.2949 0.2523
F: 2.7783 0.4574 0.1991
F: 4.9610 -0.0707 -1.3288
Cl: -0.0210 -3.0640 -1.8128
C: 0.8094 -4.7027 -1.7320
Cl: 1.6053 -5.0554 -0.2315
H: 1.5337 -4.6872 -2.5382
H: 0.0092 -5.4136 -1.9068
C: 1.4628 -2.1002 4.0494
S: 1.3162 -3.1522 2.6129
O: 0.4646 -2.2754 1.6439
C: 0.1252 -4.3378 3.1945
C: 0.5353 -5.1823 4.2196
C: -0.3420 -6.1515 4.6774
C: -1.5993 -6.2823 4.1018
C: -1.9817 -5.4510 3.0604
C: -1.1159 -4.4702 2.5965
H: 0.4739 -1.7842 4.3722
H: 2.0928 -1.2633 3.7600
H: 1.9590 -2.6762 4.8287
H: 1.5242 -5.1009 4.6532
H: -0.0389 -6.8107 5.4785
H: -2.2779 -7.0437 4.4607
H: -2.9544 -5.5683 2.6031
H: -1.3960 -3.8353 1.7685

Summary:
total charge = +2
⟨S²⟩ = 0.753
E_tot = -3481.3403 a.u.
HOMO (alpha / beta) = -14.6 / -14.6 eV
energy above the lowest of the compared OMol25 structures with the same formula, charge and spin = 63.3 kJ/mol
2S+1 = 2

3.
The following is a quantum chemistry calculation of C26H34Cl4CuNO5P as an isolated structure, from the OMol25 dataset.

Element x y z (Å)
Cu: 2.4317 0.2258 0.9123
Cl: 3.1058 6.5368 -1.3620
C: 2.7855 4.7536 -1.3976
C: 3.4848 3.9842 -2.3526
Cl: 3.5321 4.5997 -4.0515
C: 3.7548 2.6491 -2.1088
Cl: 4.7155 1.6880 -3.2146
C: 3.2904 2.0214 -0.9454
O: 3.5813 0.8270 -0.5781
C: 2.3655 2.7709 -0.0696
O: 1.7527 2.0855 0.8287
C: 2.2176 4.1464 -0.2917
Cl: 1.2504 5.0564 0.8540
C: -1.5225 2.8716 1.7031
C: -2.4660 1.8178 2.3077
C: -3.2959 1.1198 1.2232
C: -2.4897 0.8669 -0.0516
C: -2.0979 2.2415 -0.6658
C: -2.0643 3.3754 0.3701
P: -0.9251 -0.1554 0.1411
C: -0.6949 -0.4613 -1.7100
C: -1.2020 -1.7763 -2.3599
C: -0.0582 -2.6259 -2.9157
C: 0.7384 -1.8687 -3.9848
C: 0.9488 -0.3886 -3.6044
C: 0.7600 -0.1751 -2.1070
C: -1.5326 -1.7720 0.8390
C: -1.7518 -1.6607 2.3579
C: -2.0019 -3.0417 2.9619
C: -0.7646 -3.9505 2.8199
C: 0.2254 -3.3785 1.8068
C: -0.4800 -2.8817 0.5486
H: -0.5313 2.4439 1.5371
H: -1.3821 3.7024 2.3981
H: -3.1492 2.2820 3.0276
H: -1.8751 1.0843 2.8607
H: -4.1423 1.7627 0.9511
H: -3.7401 0.1953 1.5970
H: -3.1283 0.3238 -0.7590
H: -2.8001 2.4973 -1.4662
H: -1.1099 2.1827 -1.1313
H: -3.0706 3.7895 0.5105
H: -1.4388 4.1869 -0.0038
H: -1.2859 0.3449 -2.1533
H: -1.8670 -1.5237 -3.1946
H: -1.8057 -2.3643 -1.6668
H: -0.4529 -3.5588 -3.3299
H: 0.6144 -2.9133 -2.1064
H: 0.2194 -1.9348 -4.9472
H: 1.7053 -2.3599 -4.1175
H: 0.2248 0.2396 -4.1367
H: 1.9396 -0.0490 -3.9110
H: 1.0116 0.8529 -1.8334
H: 1.4524 -0.8091 -1.5471
H: -2.4925 -2.0482 0.3810
H: -2.5983 -1.0138 2.5811
H: -0.8719 -1.1992 2.8163
H: -2.8604 -3.4901 2.4482
H: -2.2902 -2.9443 4.0124
H: -1.0746 -4.9542 2.5093
H: -0.2670 -4.0660 3.7866
H: 0.9684 -4.1291 1.5309
H: 0.7825 -2.5468 2.2422
H: -0.9619 -3.7254 0.0409
H: 0.2895 -2.5086 -0.1259
O: 3.5044 0.7691 3.5158
C: 2.3784 0.2944 3.6169
O: 1.6348 -0.1445 2.6754
H: 1.9227 0.1848 4.6256
O: 3.2857 -3.9283 0.1090
C: 2.9936 -2.7747 0.2956
N: 2.6754 -1.6519 0.4575

Summary:
total charge = -2
⟨S²⟩ = 0.752
E_tot = -5264.8426 a.u.
HOMO (alpha / beta) = -1.4 / -1.4 eV
energy above the lowest of the compared OMol25 structures with the same formula, charge and spin = 34.6 kJ/mol
2S+1 = 2